Entry 1:
Molecular formula: C6H14N2O
Method: DFT, ωB97M-V/def2-TZVPD

Output
HOMO energy (spin up / spin down) = -7.03 / -7.03 eV
E_tot = -421.596053 Eh
Relative energy (zero: lowest compared OMol25 entry of this formula, charge and spin) = 128.15 kcal/mol
Max |F| = 6.79 eV/Å
M = 130.19 g/mol
LUMO (spin up / spin down) = 0.69 / 0.69 eV

```
23
Properties=species:S:1:pos:R:3:forces:R:3:nbo_charge:R:1
C -2.03943 0.30645 0.05651 1.6486 -2.2270 -1.2365 0.09
C 0.35404 0.34081 0.76171 3.6720 -1.8452 -0.6051 0.11
C -0.41214 -0.62036 0.02325 -6.1516 2.8643 -0.0785 -0.43
C -2.92096 -0.48757 -0.87681 -0.3322 0.3229 0.2266 -0.64
C 2.00470 -0.62421 -0.12633 0.5486 2.0437 1.8561 0.06
N 0.54814 1.64949 0.39251 -0.1165 -0.0178 -0.6831 -0.82
N 2.32004 0.13995 -1.27079 -0.2191 -0.1666 0.1865 -0.90
C 2.94393 -0.90996 0.78224 0.2223 -0.3808 -0.3338 -0.52
O -2.57719 0.28200 1.34727 0.1310 0.2178 0.5151 -0.73
H -2.06540 0.89058 1.89854 -0.2205 -0.1491 -0.1133 0.47
H -1.92558 1.33377 -0.31026 0.3319 -0.2367 0.1173 0.16
H 0.36880 0.18198 1.83782 0.1300 -0.0307 -0.1179 0.21
H 1.00135 1.69408 -0.53052 -0.2705 0.2119 0.4021 0.41
H 1.03238 2.22211 1.06836 0.1104 -0.2399 -0.0311 0.38
H 1.76122 -0.09129 -2.08052 0.2045 -0.0900 -0.0865 0.37
H 3.31340 0.20190 -1.49536 -0.3294 -0.0569 -0.0023 0.37
H -0.26625 -0.82411 -1.02694 0.3076 0.2055 -0.0433 0.20
H -0.71587 -1.48818 0.59259 0.4422 -0.2195 0.0197 0.24
H -2.52874 -0.45010 -1.89302 0.0508 -0.0196 0.0032 0.21
H -3.92867 -0.06537 -0.89192 -0.0954 -0.1116 -0.0413 0.21
H -2.97976 -1.52789 -0.55701 -0.0549 -0.0371 -0.0089 0.21
H 3.99790 -0.66392 0.63318 0.1318 -0.3857 -0.1853 0.16
H 2.71408 -1.49014 1.66551 -0.1415 0.3480 0.2403 0.20
```
Positions in Å, forces in eV/Å.

Entry 2:
Molecular formula: C11H30Hg2O13
Method: DFT, ωB97M-V/def2-TZVPD

Output
HOMO energy = -14.79 eV
E_tot = -1721.254088 Eh
Total charge = +2
Relative energy (zero: lowest compared OMol25 entry of this formula, charge and spin) = 16.51 kcal/mol
Max |F| = 2.99 eV/Å
M = 771.53 g/mol
LUMO = -10.61 eV

```
56
Properties=species:S:1:pos:R:3:forces:R:3:nbo_charge:R:1
Hg 1.50752 2.40019 0.76884 -1.9697 -0.2585 0.4673 1.62
Hg 2.75207 -1.38070 -0.42282 -1.9718 -0.8003 1.1579 1.67
C 0.36797 -0.04418 0.32901 2.4068 1.0622 -1.2366 0.96
O 0.47418 -0.73753 -0.75025 -0.7369 0.3493 0.1578 -0.83
O -0.31648 1.05299 0.43886 -0.0274 -1.3147 0.2096 -0.86
O 1.33297 -0.24425 1.18965 0.6384 0.5739 0.2160 -0.92
C -1.30381 -3.38290 -2.47365 -0.8935 -0.0196 0.6365 -0.09
C -2.06323 -2.13905 -2.94675 1.7235 0.6662 0.7151 -0.10
O -1.07478 -1.09914 -3.10290 0.2692 0.4548 -1.1562 -0.76
O -1.13183 -3.34435 -1.03445 0.5596 -0.3777 0.1805 -0.74
H -0.31471 -3.43352 -2.93071 -0.1434 0.1295 -0.3703 0.18
H -1.83256 -4.31404 -2.67129 -0.0559 0.0686 0.0239 0.21
H -2.72136 -1.66843 -2.21350 -0.6815 -1.1490 0.0920 0.19
H -2.56257 -2.31871 -3.89556 0.1086 0.2506 -0.0481 0.21
H -0.55762 -0.93003 -2.30291 -0.5323 -0.3250 -0.0404 0.47
H -0.65386 -2.54101 -0.80787 -0.4270 0.5690 -0.2072 0.46
C 0.04983 0.92604 4.32405 -0.9435 1.3595 -0.4535 -0.10
C 0.95511 2.14351 4.41331 -0.6153 -0.1905 1.0823 -0.11
O 1.80334 2.37921 3.24152 0.4989 0.2382 -0.6634 -0.79
O 0.62968 -0.30843 4.05037 0.3654 0.1285 0.2368 -0.70
H -0.76156 1.18429 3.62905 0.0322 -0.3091 -0.2985 0.17
H -0.46243 0.93810 5.28874 0.1790 -0.4568 0.1210 0.22
H 1.54406 2.04351 5.33141 0.8509 -0.1435 -0.5781 0.21
H 0.37255 3.04522 4.61468 -0.3248 -0.1257 -0.3982 0.20
H 2.38960 3.09724 3.52307 0.0975 -0.1070 -0.2131 0.51
H 0.93617 -0.27478 3.13857 0.0772 -0.1546 -0.2106 0.48
C 1.34036 -3.49124 1.39459 -0.0915 0.3667 -0.7068 -0.11
C 2.73731 -3.46484 1.93911 0.1904 -1.2327 1.3520 -0.11
O 3.49063 -2.27015 1.68297 -0.4731 0.3174 -1.2178 -0.80
O 1.40863 -3.31099 -0.04503 0.9414 -0.0824 0.4765 -0.83
H 0.69433 -2.72037 1.81550 0.0306 -0.0396 0.1234 0.20
H 0.91927 -4.48047 1.56616 0.0279 0.0315 0.3040 0.24
H 3.25883 -4.35894 1.58818 0.2659 0.2971 -0.2849 0.21
H 2.68594 -3.56920 3.02561 -0.2097 -0.0045 -0.0260 0.22
H 4.14508 -2.10984 2.37138 0.1092 0.0074 -0.1179 0.54
H 0.57262 -3.64093 -0.44400 -0.1709 0.0726 -0.3740 0.54
C 1.00165 1.93363 -3.46089 -0.9515 -0.2307 -0.0287 -0.11
C 0.87165 3.23200 -2.68322 1.1818 -1.2071 -0.2475 -0.12
O 0.35467 2.90317 -1.35563 2.5562 1.5352 0.2485 -0.81
O 2.22050 1.24528 -3.22760 0.5783 -0.2292 -0.3566 -0.69
H 0.87027 2.13463 -4.52456 0.6640 -0.0595 -0.0709 0.22
H 0.17538 1.24837 -3.23475 -0.1301 0.2339 0.1327 0.20
H 0.29051 3.94671 -3.26383 -0.5083 0.1181 0.6696 0.23
H 1.88714 3.61528 -2.57900 -0.1313 0.3428 0.1723 0.19
H -0.57327 2.62376 -1.53178 -0.9321 0.3879 0.3749 0.52
H 2.48989 1.29515 -2.30837 -0.2552 0.3208 0.1013 0.42
C -3.19368 1.67709 -1.36713 -0.3378 -0.0682 0.1987 -0.09
C -3.59935 2.22575 -0.01568 0.5524 -0.4655 0.2407 -0.10
O -3.10938 1.45027 1.07752 -0.3450 -0.2886 0.0047 -0.72
O -1.81769 1.94165 -1.68120 -0.3414 -0.0718 -0.4956 -0.76
H -3.84488 2.10320 -2.12918 0.4097 0.1912 -0.1971 0.22
H -3.31970 0.59265 -1.41172 -0.1555 0.0254 0.1583 0.19
H -4.68654 2.19123 0.02460 0.0152 0.2090 0.2541 0.21
H -3.20676 3.23527 0.12637 -0.4088 0.2806 -0.3938 0.17
H -2.15705 1.34748 1.00766 -0.0050 0.1013 -0.0608 0.47
H -1.26461 1.42512 -1.08453 -0.5603 -0.9771 0.3441 0.49
```
Positions in Å, forces in eV/Å.

Entry 3:
Molecular formula: C15H31HgO11S3
Method: DFT, ωB97M-V/def2-TZVPD

Output
HOMO energy = -3.28 eV
E_tot = -2765.624527 Eh
Total charge = -1
Relative energy (zero: lowest compared OMol25 entry of this formula, charge and spin) = 0.00 kcal/mol
Max |F| = 4.14 eV/Å
M = 684.19 g/mol
LUMO = 2.01 eV

```
61
Properties=species:S:1:pos:R:3:forces:R:3:nbo_charge:R:1
Hg 0.86087 -0.67302 0.91570 1.7333 -1.8544 2.8760 1.61
O 5.35386 -0.64418 0.39362 -0.2104 0.5628 -1.3455 -0.73
C 4.24005 -0.59487 1.19949 -1.1009 -1.4937 3.7051 0.95
O 3.19088 0.05495 0.87505 0.5263 0.8006 -2.0100 -0.92
O 4.35901 -1.20389 2.26896 0.5600 0.5192 -0.9649 -0.70
H 5.07208 -0.31481 -0.47270 0.0827 0.0486 0.1706 0.46
C 0.91880 -4.11381 1.13145 -0.2105 2.2873 -0.9095 -0.23
O 1.39429 -2.89568 1.60053 -0.6991 0.5492 0.2411 -0.97
H 0.63692 -4.82838 1.92213 0.7155 -0.3529 0.0267 0.12
H -0.03847 -3.97809 0.57907 -0.0973 -0.2267 -0.2323 0.09
H 1.66699 -4.38652 0.36851 -0.2519 -1.3925 0.1772 0.14
C -0.00951 0.93923 3.34327 1.1465 -0.2833 0.1216 -0.26
O 0.62970 -0.29074 3.12247 -0.6515 1.2045 -1.3401 -0.92
H 0.64179 1.79878 3.61342 0.6250 -0.3460 0.5841 0.11
H -0.43091 1.45412 2.46110 -1.0763 -0.6205 -0.0388 0.12
H -0.66659 0.77871 4.20777 -0.6902 0.5832 -0.1996 0.13
C -3.71737 -2.76071 3.25543 -0.2646 -0.7295 -0.4474 -0.40
C -3.69241 -1.26883 3.58960 0.1968 0.2081 -0.0606 -0.41
C -3.44243 -0.44272 2.31795 0.8802 0.2957 0.2619 -0.68
S -2.86849 -1.56583 1.03334 1.1748 0.4126 -0.1399 2.16
O -1.51680 -1.14918 0.63629 -2.1303 -0.3533 -0.1458 -0.98
O -3.89200 -1.69736 0.01740 0.2050 -0.2777 0.2539 -0.94
C -2.70967 -3.00630 2.09295 0.0635 0.2176 1.1003 -0.69
H -4.72843 -3.11680 3.05019 0.0359 0.0261 -0.3085 0.20
H -3.39508 -3.25831 4.16962 0.0735 -0.4081 -0.2552 0.22
H -2.89666 -1.18897 4.33057 0.1757 0.6518 -0.2692 0.23
H -4.60893 -0.93955 4.07779 -0.0534 -0.1262 -0.0247 0.21
H -2.56963 0.21290 2.37269 -0.0815 0.0702 0.4767 0.28
H -4.27777 0.17734 2.00238 -0.1775 -0.4005 -0.2690 0.24
H -1.71982 -2.97891 2.55869 0.2490 0.4999 -0.3828 0.29
H -2.68434 -3.92481 1.51042 -0.6800 0.0233 -0.0400 0.27
C 2.69127 4.54793 -0.57921 -0.3167 -1.3808 0.5489 -0.41
C 1.33002 5.28219 -0.42152 0.0047 0.6914 -0.7701 -0.42
C 0.22314 4.26210 -0.17713 0.4718 -0.8240 0.0897 -0.65
S 0.78508 2.68135 -0.89488 1.3117 1.1708 -0.0577 2.19
O 0.56218 2.70819 -2.32564 -0.1722 -0.1972 0.0700 -0.97
O 0.32455 1.59614 -0.08280 -0.8905 -0.2390 -0.1882 -0.96
C 2.47647 3.02258 -0.47428 -0.0262 -0.3260 1.1602 -0.72
H 3.24420 4.67690 0.34942 0.6987 0.8975 -0.5754 0.23
H 3.21117 4.73557 -1.51397 0.1781 0.6025 0.2672 0.22
H 1.10138 5.93521 -1.26799 0.0359 -0.5926 -0.4963 0.21
H 1.39827 6.06454 0.33687 -0.0849 -0.5367 0.5782 0.22
H -0.75013 4.45587 -0.62011 -0.0476 0.2185 0.2613 0.24
H 0.19617 3.98027 0.87627 -0.5053 0.2364 0.0562 0.24
H 3.26180 2.32534 -0.77039 -0.3024 0.1283 -1.0677 0.30
H 2.51384 2.72129 0.58055 -0.4830 0.1771 0.1301 0.28
C -0.45554 0.09209 -4.68490 1.1999 0.7827 2.2348 -0.40
C 0.21117 -1.23676 -5.05244 0.0184 -0.2712 -0.6333 -0.41
C 0.94581 -1.77785 -3.80562 -0.3681 1.7296 -0.3646 -0.66
S -0.19391 -1.45287 -2.46275 0.0988 -0.7712 0.7612 2.17
O 0.62207 -1.02091 -1.34414 -0.1554 0.4058 -1.0286 -0.99
O -1.05985 -2.58318 -2.23042 -0.0049 0.4778 -0.5535 -0.92
C -1.10214 -0.08975 -3.26746 -1.1026 -1.0843 -1.3506 -0.66
H -1.08535 0.53390 -5.45227 -0.3891 -0.3649 0.1307 0.22
H 0.31576 0.84266 -4.48099 0.2608 -0.0476 -0.4415 0.22
H 0.91125 -1.01707 -5.86000 0.1364 -0.2943 0.0200 0.22
H -0.53400 -1.92019 -5.46301 0.0264 -0.2165 0.2055 0.21
H 1.72111 -1.03256 -3.61087 0.2342 -0.2062 0.1321 0.24
H 1.39165 -2.76463 -3.73936 -0.4348 -0.1785 -0.2241 0.27
H -1.27593 0.75737 -2.61207 0.6224 0.1408 -0.0614 0.27
H -2.08140 -0.51948 -3.49401 -0.0827 -0.2238 0.5555 0.24
```
Positions in Å, forces in eV/Å.